47
Properties=species:S:1:pos:R:3 method="wB97M-V/def2-TZVPD" e_homo_ev=-8.6 orbital_gap_ev=9.3 energy_ev=-39451.0867 de_lowest_kcal_mol=33.6 spin_multiplicity=1
S 1.78509 0.30485 4.37973
O -1.41638 -0.57814 -1.56952
O -2.18654 1.49530 -1.01161
O 0.19350 -1.16373 2.79215
N -2.89037 -0.24426 0.13020
N -0.69898 0.74950 3.40464
N -1.56293 0.12264 2.57605
C -1.49493 -1.98734 1.22592
C 2.25937 -1.25488 -0.61207
C 2.50960 -2.27127 1.56114
C -2.08083 0.16612 -0.88351
C 2.56221 -0.02429 -0.04034
C -1.02076 -0.99068 2.21219
C 2.81489 0.08799 1.31379
C -2.84904 -1.60167 0.61682
C 1.89712 -1.36980 -2.05860
C -1.48422 2.21266 -2.05305
C 0.33601 -0.02338 3.50602
C -1.89128 1.69608 -3.43273
C 2.94842 -0.91354 3.61311
C 0.02370 2.08894 -1.84018
C 2.25600 -2.37770 0.20729
C 2.77573 -1.03319 2.13361
C -1.93359 3.66278 -1.87017
H -1.42206 2.30166 -4.20315
H -1.44143 4.29982 -2.59906
H 3.92723 -0.51487 3.88276
H 0.28315 2.42244 -0.83737
H 2.58739 0.86002 -0.65992
H -1.55607 -2.97204 1.69432
H 2.36320 -0.58023 -2.64353
H -1.68296 4.00425 -0.86961
H -3.64171 -1.70748 1.35764
H -3.00972 3.73796 -1.99991
H -0.74441 -2.03933 0.43072
H -2.97157 1.75274 -3.54711
H 0.81388 -1.28402 -2.16552
H -1.58066 0.66234 -3.55541
H 2.03479 -3.34605 -0.21850
H 0.32915 1.05397 -1.95726
H 2.79708 -1.87103 4.11091
H -3.04654 -2.27051 -0.22540
H 2.19745 -2.33493 -2.46013
H 0.55119 2.70112 -2.56670
H -3.14147 0.46810 0.79985
H 2.48127 -3.15382 2.18443
H 3.02099 1.05688 1.74709

---

46
Properties=species:S:1:pos:R:3 method="wB97M-V/def2-TZVPD" e_homo_ev=-8.4 orbital_gap_ev=8.9 energy_ev=-27499.4684 de_lowest_kcal_mol=25.1 spin_multiplicity=1
O 2.17107 0.39598 -2.22873
N -1.03851 -1.32312 0.57693
N 2.40214 -1.98142 0.40614
N 0.58018 -0.44290 -0.84194
N -1.97062 -0.57464 -0.04015
N 1.12900 -2.03194 0.79360
C -3.18241 -0.63760 0.31956
C 4.85821 0.01086 -0.15738
C -4.92179 1.10785 0.65755
C 0.26055 -1.27810 0.18251
C 5.21255 -0.12234 1.17885
C 4.25139 -1.15993 -0.89309
C 5.74520 0.95052 1.87056
C -4.21531 0.19322 -0.35001
C 5.02488 1.23618 -0.78682
C -7.75415 -0.96182 0.48015
C 5.92120 2.16845 1.23480
C -7.17600 1.28896 -0.60085
C 5.55698 2.30959 -0.09317
C -8.04217 0.53503 0.41869
C 2.79419 -1.21103 -0.55250
C 1.88724 -0.33473 -1.30558
C -5.96823 2.00906 0.00379
H -3.74383 0.78928 -1.13163
H -7.90438 0.97471 1.40866
H -1.27099 -1.95357 1.34233
H 4.72224 -2.09017 -0.57672
H -3.51039 -1.28731 1.13855
H -8.41944 -1.44271 1.19435
H 6.02268 0.83703 2.90857
H -4.17066 1.74127 1.13572
H 5.06297 -1.07101 1.67333
H -7.78804 2.05109 -1.08824
H 6.33779 3.00629 1.77484
H -5.48345 2.59147 -0.78366
H -6.73076 -1.16180 0.78515
H -6.84798 0.60060 -1.38114
H -5.38771 0.50575 1.43878
H -7.91656 -1.41900 -0.49402
H -4.94992 -0.47066 -0.81184
H 4.72775 1.35035 -1.81861
H -9.09393 0.66241 0.15397
H 5.68632 3.25936 -0.59155
H 4.35995 -1.02106 -1.96926
H -0.16057 0.10599 -1.26828
H -6.32850 2.71464 0.75647

---

47
Properties=species:S:1:pos:R:3 method="wB97M-V/def2-TZVPD" e_homo_ev=-8.3 orbital_gap_ev=9.0 energy_ev=-29547.2776 de_lowest_kcal_mol=45.1 spin_multiplicity=1
O 0.57385 2.09391 1.91682
O 2.24078 -2.42177 0.04086
N 1.36940 2.47569 -0.17664
N -2.27975 1.56765 -1.52487
N -2.97344 1.55673 -0.39203
N -1.05842 1.82595 -1.26348
N 3.31534 0.13598 -0.45081
C 3.22698 -0.36990 0.90626
C 3.63405 1.53752 -0.58008
C 3.27496 -1.89867 0.84261
C 2.19410 -0.35643 -1.22874
C -1.34645 -1.94422 1.34385
C 2.75958 2.54997 0.18711
C -3.04582 -1.62655 -0.81484
C -0.91307 1.98107 0.07579
C -4.54501 -0.09671 0.50519
C -1.89703 -2.38673 -0.94198
C -1.04020 -2.54341 0.13484
C -2.15788 1.80596 0.64975
C 0.39722 2.19233 0.71532
C 2.29482 -1.88267 -1.25993
C -3.35343 -1.01277 0.39299
C -4.35128 1.15194 -0.37882
C -2.49553 -1.18448 1.47143
H 2.29568 -0.05944 1.40759
H 3.14072 -2.33325 1.83466
H -4.60438 0.93827 -1.41915
H -2.72401 -0.71765 2.41951
H 4.24935 -2.20841 0.43437
H -2.48079 1.85851 1.66607
H 1.45643 -2.31399 -1.80921
H 3.24109 -2.17148 -1.74215
H -3.70360 -1.50003 -1.66282
H -1.66711 -2.85112 -1.88985
H 4.66411 1.67085 -0.23094
H 3.60540 1.77808 -1.64677
H -5.45639 -0.60609 0.18725
H 1.21791 -0.08242 -0.79769
H -4.67189 0.20537 1.54627
H 4.08021 -0.00401 1.48084
H -0.13111 -3.11563 0.03789
H 2.25684 0.03464 -2.24589
H -4.97905 1.97438 -0.02210
H 1.11410 2.48740 -1.15357
H -0.68079 -2.05775 2.18584
H 3.14560 3.55653 -0.01397
H 2.80788 2.36685 1.26319